Entry 1:
C32H30AuN3O6P | the ωB97M-V functional and the def2-TZVPD basis

LUMO = 0.079 Eh
charge = -1
Kohn-Sham gap = 7.3 eV

Element x y z (Å)
Au1 0.13846 0.71462 -0.53569
O1 4.07475 -1.89629 -0.18016
C1 3.15535 -1.45058 0.49032
O2 1.89541 -1.49031 0.21916
C2 3.39346 -0.77671 1.81642
C3 4.61633 -0.80249 2.46853
C4 4.71329 -0.27777 3.74590
C5 3.58570 0.26120 4.35605
C6 2.37042 0.30896 3.69078
C7 2.26911 -0.19998 2.39776
P1 0.71780 -0.31553 1.41328
C8 -0.04272 -1.86291 2.03148
C9 0.73003 -2.92665 2.48991
C10 0.12821 -4.07609 2.97695
C11 -1.25507 -4.18300 3.01710
C12 -2.03433 -3.13921 2.54342
C13 -1.42848 -1.99261 2.05140
C14 -0.22273 0.94334 2.51347
C15 0.22531 2.25354 2.28961
C16 -0.32758 3.34137 2.93846
C17 -1.37610 3.15108 3.83186
C18 -1.83408 1.86938 4.07457
C19 -1.25523 0.77776 3.43056
H1 5.45824 -1.25989 1.96416
H2 5.65599 -0.29927 4.27903
H3 3.65587 0.64787 5.36598
H4 1.50874 0.73422 4.18653
H5 1.80876 -2.86189 2.46012
H6 0.73952 -4.90126 3.32120
H7 -1.72308 -5.07901 3.40579
H8 -3.11478 -3.22263 2.55399
H9 -2.03240 -1.18226 1.66431
H10 1.03253 2.40825 1.58026
H11 0.04626 4.33837 2.74056
H12 -1.82102 4.00170 4.33414
H13 -2.64399 1.70762 4.77673
H14 -1.60840 -0.21347 3.68195
C20 -2.51782 -1.49511 -1.44920
C21 -3.90698 -1.78443 -2.07781
N1 -4.56200 -0.52844 -2.44834
C22 -4.67195 0.32098 -1.25906
C23 -3.26100 0.66432 -0.70979
N2 -2.24872 -0.05548 -1.48732
C24 -2.31413 0.40557 -2.88333
C25 -3.73434 0.14885 -3.45079
H15 -1.71304 -2.00560 -1.98140
H16 -2.48383 -1.82424 -0.41222
H17 -4.55892 -2.30945 -1.37495
H18 -3.82043 -2.39628 -2.97842
H19 -5.26661 -0.22126 -0.51955
H20 -5.21852 1.22488 -1.53738
H21 -3.15677 0.38839 0.34283
H22 -3.03648 1.72886 -0.79797
H23 -1.54890 -0.13294 -3.44777
H24 -2.05986 1.46301 -2.89286
H25 -3.69926 -0.49089 -4.33572
H26 -4.22875 1.08335 -3.72404
O3 0.43255 4.19302 -2.96723
C26 0.57333 3.01657 -2.64794
O4 -0.20782 2.33881 -1.89887
C27 1.77260 2.27555 -3.23131
C28 2.92915 2.97199 -3.55627
C29 3.99978 2.32676 -4.15955
C30 3.89942 0.98933 -4.50216
C31 2.72812 0.30906 -4.20352
C32 1.67790 0.92835 -3.54467
N3 2.57946 -1.07624 -4.63788
O5 1.49397 -1.60863 -4.49635
O6 3.55771 -1.63999 -5.10148
H27 2.97206 4.03139 -3.33915
H28 4.91068 2.86834 -4.37816
H29 4.70059 0.47227 -5.00853
H30 0.78923 0.36982 -3.28771

Mulliken charges in e: number 1, Au, carries 0.902; number 2, O, carries -0.775; number 3, C, carries 0.136; number 4, O, carries -0.592; number 5, C, carries -0.186; number 6, C, carries -0.593; number 7, C, carries -0.466; number 8, C, carries -0.724; number 9, C, carries -0.309; number 10, C, carries 0.296; number 11, P, carries 1.312; number 12, C, carries 0.609; number 13, C, carries -0.856; number 14, C, carries -0.689; number 15, C, carries -0.632; number 16, C, carries -0.866; number 17, C, carries -0.544; number 18, C, carries 0.264; number 19, C, carries -0.065; number 20, C, carries -0.898; number 21, C, carries -0.428; number 22, C, carries -0.829; number 23, C, carries -0.355; number 24, H, carries 0.503; number 25, H, carries 0.377; number 26, H, carries 0.411; number 27, H, carries 0.389; number 28, H, carries 0.336; number 29, H, carries 0.425; number 30, H, carries 0.374; number 31, H, carries 0.424; number 32, H, carries 0.905; number 33, H, carries 0.348; number 34, H, carries 0.397; number 35, H, carries 0.368; number 36, H, carries 0.398; number 37, H, carries 0.526; number 38, C, carries -0.012; number 39, C, carries -0.839; number 40, N, carries -0.183; number 41, C, carries -0.781; number 42, C, carries -0.500; number 43, N, carries 0.708; number 44, C, carries -0.378; number 45, C, carries -0.923; number 46, H, carries 0.589; number 47, H, carries -0.545; number 48, H, carries 0.425; number 49, H, carries 0.233; number 50, H, carries 0.350; number 51, H, carries 0.284; number 52, H, carries 0.001; number 53, H, carries 0.501; number 54, H, carries 0.202; number 55, H, carries 0.321; number 56, H, carries 0.348; number 57, H, carries 0.320; number 58, O, carries -0.736; number 59, C, carries -0.091; number 60, O, carries -0.568; number 61, C, carries 0.635; number 62, C, carries -0.626; number 63, C, carries -0.495; number 64, C, carries -0.534; number 65, C, carries -0.410; number 66, C, carries 0.535; number 67, N, carries 1.069; number 68, O, carries -0.610; number 69, O, carries -0.641; number 70, H, carries 0.453; number 71, H, carries 0.376; number 72, H, carries 0.476; number 73, H, carries 0.151

---

Entry 2:
C32H30BFeN13 | the ωB97M-V functional and the def2-TZVPD basis

spin multiplicity = 2
LUMO (alpha / beta) = -0.150 / -0.104 Eh
⟨S²⟩ = 1.15
charge = +1
Kohn-Sham gap (alpha / beta) = 6.2 / 7.5 eV

Element x y z (Å)
Fe1 0.13113 0.48369 0.25156
C1 2.64527 3.76052 -0.33418
C2 1.45461 3.16647 0.07837
N1 1.58740 1.84359 0.08131
N2 2.84321 1.56062 -0.32899
C3 3.50077 2.70035 -0.58246
B1 3.19014 0.05280 -0.51937
N3 2.34563 -0.45832 -1.71283
C4 2.64856 -0.66896 -3.00971
C5 1.53041 -1.16957 -3.64033
C6 0.55972 -1.21659 -2.63637
N4 1.04973 -0.77250 -1.48525
N5 2.70898 -0.71852 0.74899
C7 3.44620 -1.45531 1.60079
C8 2.59264 -2.08269 2.48501
C9 1.31811 -1.66757 2.10004
N6 1.40467 -0.84465 1.06121
N7 4.66489 -0.17621 -0.69771
C10 5.33081 -1.12798 -1.40638
C11 6.65853 -1.03584 -1.08692
C12 6.71683 0.01060 -0.14393
N8 5.52254 0.51986 0.09790
H1 2.86219 4.81085 -0.42205
H2 0.52222 3.61894 0.38129
H3 4.52841 2.67962 -0.90241
H4 3.62864 -0.44531 -3.39665
H5 1.43871 -1.46706 -4.67088
H6 -0.46453 -1.55269 -2.69244
H7 4.51994 -1.48766 1.50779
H8 2.85470 -2.76046 3.27831
H9 0.35539 -1.91739 2.51856
H10 4.81701 -1.81957 -2.05279
H11 7.46626 -1.63574 -1.47000
H12 7.57971 0.40851 0.36806
C13 -4.91723 4.39667 3.50885
C14 -4.08784 3.42238 2.71989
C15 -4.53051 2.90047 1.50435
C16 -3.74792 2.03537 0.77825
C17 -2.47993 1.61002 1.22473
N9 -1.70397 0.76700 0.42447
C18 -2.49042 -0.04820 -0.44277
C19 -3.39964 -0.96642 0.07802
C20 -4.14187 -1.78853 -0.74662
C21 -3.99103 -1.74330 -2.13152
C22 -4.76279 -2.66333 -3.03828
C23 -3.08663 -0.83174 -2.65627
C24 -2.37203 0.02450 -1.82658
N10 -1.52582 1.00745 -2.40719
C25 -1.57410 1.52127 -3.65973
C26 -0.43178 2.25692 -3.83955
C27 0.27035 2.13079 -2.63018
N11 -0.41495 1.40659 -1.75751
C28 -2.03852 2.16425 2.42640
C29 -2.82753 3.05043 3.15189
N12 -0.76309 1.81434 2.93028
C30 -0.26933 2.10084 4.15376
C31 1.04721 1.72235 4.17816
C32 1.28683 1.19730 2.91167
N13 0.18784 1.23649 2.15861
H13 -5.96862 4.33166 3.23242
H14 -4.58924 5.42194 3.32336
H15 -4.83373 4.21205 4.57992
H16 -5.49760 3.19321 1.11343
H17 -4.10362 1.68611 -0.18067
H18 -3.50543 -1.03186 1.15448
H19 -4.84226 -2.48896 -0.30798
H20 -5.56738 -3.16153 -2.49998
H21 -4.11289 -3.43582 -3.45464
H22 -5.20036 -2.11651 -3.87414
H23 -2.92766 -0.78821 -3.72756
H24 -2.41591 1.33863 -4.30552
H25 -0.13956 2.80489 -4.71862
H26 1.22498 2.55267 -2.35999
H27 -2.45240 3.47961 4.07064
H28 -0.88600 2.53015 4.92142
H29 1.74054 1.81035 4.99590
H30 2.22042 0.82521 2.52577

Mulliken charges in e: number 1, Fe, carries 0.125; number 2, C, carries -1.383; number 3, C, carries -0.465; number 4, N, carries 0.848; number 5, N, carries 0.179; number 6, C, carries -0.018; number 7, B, carries 0.393; number 8, N, carries 0.389; number 9, C, carries -0.020; number 10, C, carries -1.561; number 11, C, carries -0.528; number 12, N, carries -0.280; number 13, N, carries 0.961; number 14, C, carries -0.202; number 15, C, carries -1.307; number 16, C, carries -0.197; number 17, N, carries -0.299; number 18, N, carries 0.113; number 19, C, carries -0.327; number 20, C, carries -0.946; number 21, C, carries -0.303; number 22, N, carries -1.057; number 23, H, carries 0.484; number 24, H, carries 0.411; number 25, H, carries 0.571; number 26, H, carries 0.798; number 27, H, carries 0.449; number 28, H, carries 0.714; number 29, H, carries 0.456; number 30, H, carries 0.470; number 31, H, carries 0.537; number 32, H, carries 0.700; number 33, H, carries 0.437; number 34, H, carries 0.486; number 35, C, carries -1.589; number 36, C, carries 0.247; number 37, C, carries -1.417; number 38, C, carries -0.085; number 39, C, carries 1.259; number 40, N, carries 0.021; number 41, C, carries -0.730; number 42, C, carries -0.189; number 43, C, carries -1.097; number 44, C, carries 0.416; number 45, C, carries -1.474; number 46, C, carries -0.355; number 47, C, carries 0.592; number 48, N, carries -0.074; number 49, C, carries -0.119; number 50, C, carries -1.511; number 51, C, carries -0.005; number 52, N, carries 0.494; number 53, C, carries 0.401; number 54, C, carries -0.916; number 55, N, carries -0.385; number 56, C, carries -0.090; number 57, C, carries -1.469; number 58, C, carries 0.170; number 59, N, carries 0.791; number 60, H, carries 0.393; number 61, H, carries 0.304; number 62, H, carries 0.382; number 63, H, carries 0.397; number 64, H, carries 0.504; number 65, H, carries 0.524; number 66, H, carries 0.399; number 67, H, carries 0.393; number 68, H, carries 0.303; number 69, H, carries 0.349; number 70, H, carries 0.547; number 71, H, carries 0.524; number 72, H, carries 0.456; number 73, H, carries 0.365; number 74, H, carries 0.338; number 75, H, carries 0.418; number 76, H, carries 0.496; number 77, H, carries 0.391

---

E / Ha: -2330.2020; -3237.6915
F_max / hartree/bohr: 0.0134; 0.0307